{"formula": "C4H7ClNO3", "method": "ωB97M-V/def2-TZVPD", "symbols": ["C", "C", "C", "C", "N", "O", "O", "O", "Cl", "H", "H", "H", "H", "H", "H", "H"], "coordinates": [[-2.69, 0.38, 0.40], [2.41, 0.76, 0.24], [0.95, 0.11, 0.48], [0.57, -1.15, -0.23], [0.57, -1.33, -1.46], [-2.68, 0.90, 1.49], [-3.63, 1.04, -0.54], [-2.01, -0.52, 0.00], [0.16, -2.67, 0.78], [3.21, 0.29, 0.87], [2.41, 1.86, 0.53], [2.56, 0.57, -0.84], [0.36, 0.86, -0.03], [0.66, 0.10, 1.50], [0.45, -2.23, -1.79], [-3.29, 1.01, -1.41]], "orbital_gap_ev": 7.643, "relative_energy_kj_mol": 92.5, "charge": -1, "homo_energy_ev": -4.224}

{"formula": "C16H18Cl2PdS", "method": "ωB97M-V/def2-TZVPD", "symbols": ["Pd", "C", "C", "C", "C", "C", "C", "C", "C", "C", "C", "H", "H", "H", "H", "H", "H", "H", "H", "H", "H", "H", "H", "H", "H", "H", "Cl", "C", "C", "C", "C", "C", "Cl", "C", "S", "H", "H", "H"], "coordinates": [[0.02, -0.02, 0.13], [-1.85, 1.04, 0.94], [-0.94, 0.90, 2.04], [-0.76, -0.48, 2.29], [-1.54, -1.21, 1.34], [-2.23, -0.27, 0.52], [-3.21, -0.56, -0.58], [-1.65, -2.70, 1.28], [0.12, -1.07, 3.35], [-0.30, 2.00, 2.82], [-2.38, 2.31, 0.35], [-4.22, -0.24, -0.29], [-3.24, -1.62, -0.81], [-2.95, -0.02, -1.49], [-2.30, -3.08, 2.08], [-0.67, -3.17, 1.41], [-2.06, -3.04, 0.33], [1.15, -1.17, 3.01], [-0.23, -2.07, 3.64], [0.12, -0.45, 4.25], [-0.79, 2.14, 3.79], [-0.34, 2.95, 2.29], [0.75, 1.77, 3.02], [-3.43, 2.45, 0.61], [-2.30, 2.30, -0.74], [-1.83, 3.17, 0.72], [0.06, -0.02, -2.50], [1.79, 0.00, -2.80], [2.16, 0.01, -4.13], [3.50, 0.03, -4.47], [4.45, 0.03, -3.46], [4.06, 0.01, -2.14], [5.30, 0.01, -0.93], [2.70, 0.00, -1.73], [2.32, -0.02, -0.03], [1.39, 0.01, -4.89], [3.80, 0.04, -5.51], [5.51, 0.03, -3.69]], "orbital_gap_ev": [7.611, 6.677], "relative_energy_kj_mol": 0.0, "homo_energy_ev": [-6.994, -7.547], "multiplicity": 3}

{"formula": "C20H21NO7PTi", "method": "ωB97M-V/def2-TZVPD", "symbols": ["Ti", "O", "C", "C", "N", "C", "C", "O", "O", "C", "C", "O", "O", "H", "H", "H", "H", "H", "H", "H", "H", "H", "O", "C", "O", "C", "P", "C", "C", "C", "C", "C", "C", "C", "C", "C", "C", "C", "C", "H", "H", "H", "H", "H", "H", "H", "H", "H", "H", "H", "H"], "coordinates": [[-0.08, 1.44, 0.61], [0.70, 3.44, 1.31], [-0.25, 4.48, 1.07], [-0.57, 4.38, -0.41], [-1.09, 3.04, -0.71], [-2.55, 2.93, -0.55], [-2.88, 1.51, -0.08], [-3.86, 0.92, -0.45], [-1.97, 1.05, 0.77], [-0.65, 2.57, -2.04], [0.85, 2.24, -2.01], [1.55, 2.48, -2.96], [1.21, 1.68, -0.89], [0.84, 3.29, 2.26], [0.19, 5.45, 1.31], [-1.15, 4.34, 1.68], [0.36, 4.53, -0.97], [-1.27, 5.16, -0.71], [-3.09, 3.17, -1.46], [-2.87, 3.61, 0.25], [-0.86, 3.31, -2.83], [-1.19, 1.65, -2.29], [2.34, 0.22, 3.70], [1.72, 0.20, 2.67], [0.75, 1.05, 2.37], [2.11, -0.75, 1.53], [0.64, -1.02, 0.47], [-0.30, -2.33, 1.31], [-1.37, -1.97, 2.12], [-2.07, -2.96, 2.81], [-1.71, -4.29, 2.68], [-0.65, -4.64, 1.86], [0.06, -3.67, 1.17], [1.22, -1.77, -1.07], [0.25, -2.03, -2.04], [0.61, -2.56, -3.27], [1.95, -2.84, -3.54], [2.91, -2.58, -2.58], [2.55, -2.05, -1.35], [2.53, -1.67, 1.94], [2.87, -0.25, 0.93], [-1.67, -0.94, 2.20], [-2.90, -2.68, 3.44], [-2.26, -5.05, 3.21], [-0.37, -5.69, 1.75], [0.88, -3.95, 0.52], [-0.80, -1.81, -1.84], [-0.15, -2.76, -4.02], [2.23, -3.25, -4.49], [3.95, -2.79, -2.78], [3.31, -1.85, -0.61]], "orbital_gap_ev": [8.220, 9.291], "relative_energy_kj_mol": 7.6, "homo_energy_ev": [-8.071, -9.145], "multiplicity": 2}

{"formula": "C5H8N3", "method": "ωB97M-V/def2-TZVPD", "symbols": ["C", "C", "C", "C", "C", "N", "N", "N", "H", "H", "H", "H", "H", "H", "H", "H"], "coordinates": [[-1.42, 1.24, 0.47], [-2.06, -0.95, -0.02], [0.24, -0.23, 0.39], [-2.25, 0.48, -0.38], [2.58, 0.16, -0.32], [-0.14, 0.97, 0.52], [-0.93, -1.26, 0.46], [1.45, -0.65, 0.10], [-1.70, 1.92, 1.35], [-3.26, 0.82, -0.46], [-2.13, 0.42, -1.49], [2.29, 1.13, -0.83], [3.07, -0.34, -1.06], [3.29, 0.20, 0.44], [-0.74, -2.31, 0.66], [1.73, -1.61, 0.16]], "orbital_gap_ev": [8.124, 8.123], "relative_energy_kj_mol": 376.2, "charge": 1, "homo_energy_ev": [-13.366, -13.366]}

{"formula": "C19H40NOP3Ti", "method": "ωB97M-V/def2-TZVPD", "symbols": ["Ti", "P", "P", "P", "H", "C", "C", "H", "C", "C", "C", "C", "C", "C", "C", "C", "C", "H", "H", "H", "H", "H", "H", "H", "H", "H", "H", "H", "H", "H", "H", "H", "H", "H", "H", "H", "H", "H", "H", "H", "H", "H", "H", "H", "H", "H", "C", "C", "C", "C", "C", "C", "O", "H", "H", "H", "H", "H", "H", "C", "C", "N", "H", "H", "H"], "coordinates": [[-0.11, 0.31, 0.12], [1.60, 0.91, 1.86], [-1.40, 2.18, 0.04], [1.97, -0.65, -0.98], [-1.71, -2.58, 0.92], [-0.81, -3.23, 0.80], [0.25, -3.00, 1.59], [0.14, -2.44, 2.52], [1.13, 1.23, 3.60], [2.21, 2.56, 1.37], [3.18, 0.05, 2.21], [-3.13, 1.83, -0.30], [-1.48, 3.33, 1.42], [-0.62, 3.04, -1.36], [3.05, -2.01, -0.45], [3.11, 0.72, -1.31], [1.62, -1.22, -2.66], [-0.97, -4.10, 0.17], [1.27, -3.17, 1.24], [0.99, 0.28, 4.14], [0.23, 1.85, 3.69], [1.99, 1.75, 4.04], [1.40, 3.24, 1.09], [2.92, 2.48, 0.54], [2.73, 2.96, 2.24], [3.00, -0.99, 2.47], [3.62, 0.56, 3.08], [3.88, 0.12, 1.37], [-3.45, 2.50, -1.10], [-3.69, 2.02, 0.62], [-3.34, 0.79, -0.59], [-1.84, 4.28, 1.02], [-0.51, 3.49, 1.91], [-2.19, 2.95, 2.16], [-1.27, 3.88, -1.63], [-0.51, 2.36, -2.22], [0.38, 3.40, -1.08], [3.81, -2.11, -1.23], [2.47, -2.94, -0.37], [3.53, -1.81, 0.51], [3.63, 0.47, -2.24], [3.83, 0.85, -0.50], [2.55, 1.66, -1.46], [2.58, -1.26, -3.18], [0.94, -0.54, -3.18], [1.18, -2.23, -2.66], [-1.63, -1.44, -2.22], [-2.48, -0.55, -2.89], [-3.09, -0.97, -4.08], [-2.73, -2.19, -4.66], [-1.78, -2.99, -4.04], [-1.32, -2.68, -2.76], [-1.09, -1.08, -0.97], [-0.84, -1.90, -0.34], [-2.62, 0.46, -2.49], [-3.82, -0.31, -4.56], [-3.19, -2.48, -5.60], [-1.39, -3.88, -4.52], [-0.63, -3.34, -2.24], [-2.06, -0.05, 4.31], [-1.66, -0.10, 2.95], [-1.30, -0.18, 1.84], [-3.09, -0.43, 4.40], [-2.02, 0.99, 4.68], [-1.39, -0.66, 4.93]], "orbital_gap_ev": [4.905, 4.905], "charge": 4, "homo_energy_ev": [-20.072, -20.073]}

{"formula": "C16H47N5O8", "method": "ωB97M-V/def2-TZVPD", "symbols": ["C", "O", "C", "C", "N", "C", "C", "O", "C", "H", "H", "H", "H", "H", "H", "H", "H", "H", "H", "H", "H", "H", "H", "H", "N", "C", "N", "O", "H", "H", "H", "H", "N", "C", "N", "O", "H", "H", "H", "H", "C", "C", "O", "H", "H", "H", "H", "H", "H", "C", "C", "O", "H", "H", "H", "H", "H", "H", "C", "C", "O", "H", "H", "H", "H", "H", "H", "C", "C", "O", "H", "H", "H", "H", "H", "H"], "coordinates": [[-4.50, -39.14, 2.02], [-4.78, -37.79, 1.67], [-5.77, -37.28, 2.55], [-5.90, -35.69, 2.43], [-7.24, -35.11, 2.72], [-7.76, -35.45, 4.06], [-8.88, -34.40, 4.46], [-8.06, -33.31, 4.80], [-8.79, -32.27, 5.48], [-4.18, -39.22, 3.06], [-3.74, -39.52, 1.33], [-5.39, -39.77, 2.02], [-5.52, -37.34, 3.61], [-6.76, -37.70, 2.45], [-5.58, -35.44, 1.42], [-5.14, -35.18, 3.03], [-7.05, -34.15, 2.94], [-6.93, -35.24, 4.74], [-8.16, -36.46, 4.13], [-9.38, -34.90, 5.29], [-9.59, -34.03, 3.73], [-9.61, -31.99, 4.83], [-8.13, -31.41, 5.64], [-9.03, -32.72, 6.44], [-11.90, -31.03, 7.07], [-12.87, -31.81, 7.23], [-13.49, -31.97, 6.12], [-13.29, -32.11, 8.33], [-11.48, -30.94, 6.16], [-11.53, -30.70, 7.95], [-14.50, -32.00, 6.13], [-13.08, -31.71, 5.24], [-16.59, -33.42, 1.02], [-17.48, -33.72, 1.95], [-18.10, -34.80, 1.52], [-17.66, -33.16, 3.05], [-16.39, -34.03, 0.25], [-16.03, -32.60, 1.21], [-17.72, -35.10, 0.63], [-18.92, -35.18, 1.98], [-10.01, -27.65, 5.94], [-11.11, -27.29, 6.90], [-12.21, -27.92, 6.28], [-10.12, -28.69, 5.64], [-9.02, -27.31, 6.24], [-10.16, -27.11, 5.01], [-11.24, -26.21, 6.90], [-11.08, -27.58, 7.95], [-12.97, -27.90, 6.87], [-12.03, -35.21, -0.58], [-12.80, -34.97, 0.74], [-11.81, -34.54, 1.76], [-11.05, -35.68, -0.58], [-11.80, -34.30, -1.13], [-12.47, -35.86, -1.34], [-13.24, -35.86, 1.17], [-13.70, -34.39, 0.53], [-11.00, -35.05, 1.68], [-12.32, -29.95, 3.12], [-12.86, -31.31, 2.57], [-12.58, -32.55, 3.26], [-11.36, -29.59, 2.75], [-11.88, -30.18, 4.09], [-12.90, -29.03, 3.20], [-12.63, -31.40, 1.51], [-13.93, -31.14, 2.66], [-12.40, -33.25, 2.63], [-16.44, -30.49, -0.52], [-15.12, -29.67, -0.27], [-15.23, -28.64, -1.17], [-16.29, -31.57, -0.52], [-16.96, -30.17, -1.42], [-17.16, -30.23, 0.25], [-14.20, -30.24, -0.39], [-15.21, -29.30, 0.75], [-16.04, -28.15, -1.00]], "orbital_gap_ev": 9.227, "relative_energy_kj_mol": 428.6, "homo_energy_ev": -9.059, "smiles": "COCCNCCOC.NC(N)=O.NC(N)=O.CCO.CCO.CCO.CCO"}

no.,DFT total energy (hartree),F_max (eV/Å)
1,-897.33666,3.861
2,-2066.92975,0.196
3,-2547.17881,0.573
4,-359.21153,3.582
5,-2749.85028,4.144
6,-1513.32193,7.546